Density functional theory data (ωB97M-V/def2-TZVPD) for C36H44CrN6Si2 as an isolated structure.

CARTESIAN COORDINATES (ANGSTROEM)
Cr1 0.6369 0.9178 1.3983
N1 0.5065 3.7942 -1.8037
C1 0.8403 2.8637 -0.9434
N2 0.1586 2.5305 0.1405
C2 -0.8133 3.4481 0.5289
N3 -1.4006 3.1908 1.6661
N4 -0.9366 2.0571 2.1420
C3 -1.5588 1.4700 3.1587
C4 -1.2488 0.1532 3.5466
C5 -1.9147 -0.5178 4.5544
C6 -1.6270 -1.8401 4.7958
C7 -0.5693 -2.3870 4.1050
C8 0.1113 -1.6967 3.1576
N5 -0.2243 -0.4512 2.8809
C9 -1.1872 4.5143 -0.2702
C10 -2.1864 5.4276 0.1256
C11 -2.5319 6.4687 -0.7598
C12 -1.9512 6.6130 -1.9898
C13 -0.9040 5.7494 -2.3961
C14 -0.5475 4.6965 -1.5324
H1 1.0950 3.9974 -2.5710
H2 1.7409 2.3013 -1.1557
H3 -2.2603 2.0482 3.7832
H4 -2.6635 -0.0429 5.1669
H5 -2.0731 -2.4202 5.5841
H6 -0.3180 -3.4220 4.2621
H7 0.8890 -2.1402 2.5173
H8 -2.8520 5.2097 0.9885
H9 -3.3800 7.0963 -0.6110
H10 -2.3520 7.3149 -2.7586
H11 -0.4105 5.9018 -3.3132
C15 1.5814 -0.5364 0.3066
Si1 0.9677 -1.5088 -1.2041
C16 -0.6615 -0.6168 -1.9203
N6 -1.9484 -1.0531 -1.4354
C17 -2.7996 -1.5072 -2.5210
C18 -4.0123 -2.2714 -2.1226
C19 -4.6846 -1.8600 -0.7678
C20 -3.9915 -0.7429 -0.1012
C21 -2.5006 -1.0246 -0.0985
C22 2.1092 -1.4887 -2.6732
C23 2.0424 -0.3647 -3.4609
C24 2.8918 -0.1972 -4.5908
C25 3.7311 -1.1979 -5.0165
C26 3.6944 -2.3455 -4.2921
C27 2.9641 -2.5207 -3.1224
C28 0.7300 -3.3227 -0.6949
C29 -0.1626 -4.0338 -1.4899
C30 -0.4842 -5.3331 -1.1463
C31 -0.0258 -5.8864 0.0726
C32 0.9432 -5.2260 0.8355
C33 1.2883 -3.9085 0.4664
H12 2.6032 -0.2858 0.0679
H13 1.7285 -1.3068 1.1230
H14 -0.7717 -0.7786 -3.0190
H15 -0.5021 0.5080 -1.7677
H16 -2.1821 -2.1260 -3.1338
H17 -3.0908 -0.6231 -3.1803
H18 -3.7478 -3.3409 -2.0597
H19 -4.7249 -2.1529 -2.9155
H20 -4.6473 -2.6695 -0.0902
H21 -5.7132 -1.5896 -0.9106
H22 -4.2688 -0.5969 0.9797
H23 -4.1573 0.2518 -0.5914
H24 -2.2015 -1.9458 0.3932
H25 -1.9812 -0.1564 0.3904
H26 1.3141 0.4423 -3.3913
H27 2.8638 0.8166 -5.0364
H28 4.3495 -1.2013 -5.9004
H29 4.2949 -3.1859 -4.5807
H30 3.0622 -3.4731 -2.5911
H31 -0.7371 -3.5289 -2.2669
H32 -1.0525 -5.9983 -1.8514
H33 -0.5187 -6.8262 0.3707
H34 1.3625 -5.5721 1.7601
H35 2.0119 -3.2796 1.0048
C34 2.8945 3.4101 2.5539
Si2 2.7027 1.5264 2.5404
C35 2.8571 0.7851 4.2878
C36 4.4418 0.9600 1.8150
H36 3.8245 3.6408 3.1374
H37 2.0862 3.9218 3.0796
H38 2.9520 3.8209 1.4906
H39 3.8066 1.1705 4.7279
H40 2.8992 -0.2762 4.3307
H41 2.1194 1.2572 4.9092
H42 5.3137 1.4041 2.3720
H43 4.6252 1.2752 0.7464
H44 4.4436 -0.1769 1.7849

Forces on the atoms, in the same order (eV/Å):
-1.6524 0.1592 0.2907
-0.9389 1.2423 0.0021
-0.0587 -1.7932 1.4150
2.2967 0.7048 -2.2241
-0.2969 -1.9089 2.1502
-0.2765 0.8829 -0.5662
0.4560 -2.2438 1.0805
-0.8835 1.0859 1.2166
0.8643 0.6269 -0.5435
-0.9440 -0.9547 1.1394
0.4353 0.9945 0.3440
0.3446 -2.1639 0.0119
0.2527 0.0853 -0.7880
0.5532 1.2304 -1.3313
-0.6470 2.5622 -1.6931
-0.8173 0.1641 -0.8789
-0.2822 -0.9720 0.4619
1.1341 -0.3700 -1.8985
-0.8870 -0.5931 2.1297
-0.5946 0.9918 0.4651
0.6314 0.0213 -0.6974
-0.0326 -0.1742 -0.1708
0.0605 -0.3074 -0.5678
-0.1896 0.3322 -0.1809
-0.4203 0.0638 0.0772
0.1417 -0.2115 0.0892
-0.3923 0.1704 0.7187
1.0361 0.2827 -0.4928
-0.4689 0.3097 0.7184
0.4697 -0.3802 0.9936
0.4918 0.0021 -1.0513
0.2055 -1.3898 -0.0293
-0.7260 0.6099 1.1078
0.3232 0.1785 0.3652
-0.9563 -0.6232 -1.0007
0.2775 2.0283 -0.0362
-0.6561 -0.8863 1.1846
-0.0921 0.1344 -1.2892
1.0539 1.7456 1.2317
1.9214 1.8123 -0.3678
0.1042 -0.7446 0.0061
1.1200 0.8789 -2.1779
-0.7566 1.5569 0.5656
-0.3342 0.4577 -0.3215
0.2188 -1.9182 1.3264
-0.2404 0.5664 0.1152
-0.2755 0.7847 0.4444
-0.3144 -0.3065 0.4181
-0.2007 -1.3102 0.0556
-0.1659 -0.2459 -0.6632
-0.6019 1.5456 -0.3993
-0.0866 -0.0764 -1.2859
0.6432 0.3472 -0.2032
-0.0800 0.6637 -0.7888
0.7269 0.3228 0.6976
-0.1312 -1.0375 -0.1637
0.2595 -0.6088 -0.8442
0.1529 -0.6833 0.5383
-0.1951 0.3182 -0.0314
-0.4613 -0.1893 -0.4382
-0.1106 -1.1816 0.6285
-0.6806 -0.1140 -0.2200
-0.1357 -0.2820 -0.9687
0.1117 -0.7811 0.2273
-0.3411 -0.2638 0.7601
-0.3241 -0.7268 0.1594
0.0572 -0.1856 0.7645
0.0386 -0.8816 -0.1712
0.0351 0.5615 -0.0984
0.3171 -0.2759 -0.3200
-0.1871 0.4226 -0.0595
0.5026 -0.2014 -0.2495
0.1446 0.9218 0.9874
0.8264 0.3143 -0.0173
-0.0981 -0.5980 0.2391
-0.2832 -0.7171 0.0358
0.4984 0.5088 -0.1197
1.6310 -0.4183 -0.4007
1.0409 2.0522 -0.1248
-0.2290 -0.2911 -1.0014
-0.5363 0.0188 -0.7296
-0.1432 0.0353 -0.1425
0.0911 -0.4814 1.3982
-0.2831 -0.3045 -0.4092
-0.3568 -0.8781 0.0797
-0.8066 -0.3589 0.5219
-0.8865 -0.7129 -0.1530
-0.3839 -0.2512 0.8728
0.3727 1.2991 0.2751

The calculation puts the gap between HOMO and LUMO (alpha / beta) at 5.35 / 6.49 eV. The charge is 0. The LUMO energy (alpha / beta) comes out at -0.00795 / -0.01690 Eh. The calculation puts the total energy at -3350.1029 hartree. As for the expectation value of S²: 6.20. As for the multiplicity: 5.

Density functional theory data (ωB97M-V/def2-TZVPD) for a 6-piece molecular cluster, C35H51F8N5O19PS2 overall.

CARTESIAN COORDINATES (ANGSTROEM)
N1 -2.0577 1.3412 -1.6408
P1 -1.0584 1.0137 -0.2086
O1 0.5355 1.0678 -0.8072
C1 -1.4802 -0.7275 0.4765
C2 -0.5504 -0.9513 1.7589
C3 0.9722 -1.2917 1.4415
C4 1.9880 -0.5986 2.4889
S1 2.5806 -1.9315 3.6266
C5 4.3850 -2.2024 3.3975
S2 5.3890 -1.0712 4.0982
N2 4.8308 -3.3492 2.6771
C6 6.3014 -3.4385 2.5932
C7 6.7726 -4.7869 1.8764
O2 6.1058 -5.9695 2.3688
C8 5.3773 -5.7158 3.5651
C9 4.2659 -4.5926 3.3063
C10 -1.1771 -1.7722 -0.6821
N3 -1.5665 -3.1183 -0.1275
C11 -3.0623 -3.1367 -0.0019
C12 -3.7605 -1.7711 0.3924
C13 -4.6875 -1.1305 -0.7678
C14 -5.7621 -2.1541 -1.3499
O3 -5.8384 -1.9983 -2.7808
C15 -4.7712 -2.6161 -3.4820
C16 -4.5707 -1.9848 -4.9408
F1 -5.0655 -2.9652 -5.8267
F2 -5.3178 -0.8340 -5.1084
C17 -3.0472 -1.7892 -5.3421
F3 -2.4439 -3.0515 -5.4056
F4 -2.3067 -1.0723 -4.3811
C18 -2.8369 -1.0526 -6.7371
F5 -1.7124 -1.6501 -7.3351
F6 -3.9161 -1.1349 -7.5881
C19 -2.5085 0.5071 -6.5787
F7 -3.5826 1.2117 -6.0610
F8 -2.2661 1.0405 -7.8574
N4 -2.8980 -0.6861 0.8981
N5 -3.0767 -0.4095 2.2754
C20 -3.7454 0.6715 2.3182
O4 -4.3958 1.6153 2.2715
H1 -1.4657 1.8304 -2.3336
H2 -2.2112 0.4150 -2.0626
H3 1.1012 1.5202 -0.1508
H4 -0.9253 -1.7945 2.4224
H5 -0.5499 0.0417 2.3103
H6 1.3054 -1.0846 0.3891
H7 1.0849 -2.4158 1.5843
H8 1.4255 0.2075 3.0566
H9 2.8319 -0.1022 1.9171
H10 6.6861 -2.5975 1.9359
H11 6.8194 -3.4084 3.6024
H12 7.8855 -4.9211 2.0747
H13 6.6424 -4.7587 0.7586
H14 4.8172 -6.6367 3.8842
H15 6.0536 -5.4217 4.4333
H16 3.8520 -4.3187 4.3170
H17 3.4896 -5.0811 2.6382
H18 -1.8411 -1.6267 -1.5943
H19 -0.1220 -1.7386 -1.0658
H20 -1.0389 -3.3922 0.7112
H21 -1.3121 -3.8067 -0.8588
H22 -3.3145 -3.9065 0.7939
H23 -3.4707 -3.5772 -0.9632
H24 -4.5002 -2.0116 1.2210
H25 -5.2818 -0.3265 -0.2273
H26 -4.0988 -0.5969 -1.5614
H27 -6.7957 -1.9174 -0.9486
H28 -5.5741 -3.2342 -1.0308
H29 -5.0211 -3.7212 -3.5671
H30 -3.7644 -2.5630 -2.9692
H31 -1.5520 0.6838 -6.0018
C21 5.0175 1.6208 7.4482
C22 3.6609 2.0584 7.9207
O5 3.0290 2.4864 6.7187
C23 3.6476 1.8501 5.6890
O6 3.2557 1.8568 4.5637
O7 4.7686 1.2051 6.1088
H32 5.4219 0.8007 8.0408
H33 5.7416 2.4397 7.4351
H34 3.0820 1.2372 8.3513
H35 3.7125 2.8718 8.6439
C24 1.3301 0.1066 -7.6874
C25 1.6554 -1.3495 -7.5149
O8 3.0672 -1.3399 -7.3387
C26 3.4075 -0.1080 -6.8782
O9 4.4859 0.1816 -6.4708
O10 2.3560 0.7516 -6.9417
H36 0.3462 0.3638 -7.2977
H37 1.3936 0.4299 -8.7292
H38 1.1895 -1.7806 -6.6240
H39 1.3749 -1.9441 -8.3836
C27 -4.5161 5.2832 3.7544
C28 -3.4221 4.2806 3.5411
O11 -2.6658 4.3664 4.7481
C29 -3.4977 4.8514 5.7089
O12 -3.2347 4.8907 6.8675
O13 -4.6727 5.2847 5.1711
H40 -5.4449 4.9998 3.2604
H41 -4.2336 6.2881 3.4281
H42 -3.8026 3.2630 3.4359
H43 -2.8031 4.5177 2.6773
C30 4.0834 -0.0672 -0.9734
C31 5.4593 -0.1944 -1.5618
O14 5.9368 -1.4114 -0.9927
C32 4.8540 -2.1521 -0.6506
O15 4.9038 -3.2868 -0.3016
O16 3.7030 -1.4249 -0.7564
H44 3.3848 0.4298 -1.6473
H45 4.0849 0.4572 -0.0128
H46 5.4429 -0.2951 -2.6466
H47 6.1064 0.6405 -1.2941
C33 -3.9971 8.5111 0.2902
C34 -2.6325 8.3616 -0.3174
O17 -2.1673 7.1380 0.2461
C35 -3.2607 6.4178 0.6035
O18 -3.2302 5.2770 0.9526
O19 -4.3937 7.1602 0.5131
H48 -4.6971 9.0177 -0.3732
H49 -3.9744 9.0354 1.2489
H50 -2.6666 8.2596 -1.4051
H51 -1.9682 9.1860 -0.0604

Forces on the atoms, in the same order (eV/Å):
1.5016 -2.0241 0.3014
0.0651 2.8068 1.1046
-0.8200 -0.7755 0.2278
1.6547 -0.7976 -0.8489
1.0587 0.3979 -0.6268
0.1532 -0.6123 0.2651
-0.3595 0.0682 -1.3061
0.1224 -0.3295 0.0414
1.2766 0.8744 -0.4692
-0.8785 -0.9939 -1.0326
-0.1271 0.6966 2.1925
1.3466 -0.6945 -1.1540
0.5098 0.3899 0.0160
-0.4667 0.5168 0.5526
-0.5123 0.8891 0.3192
-0.1128 -1.3546 0.1909
-0.7289 1.0435 0.4908
0.3463 -0.3694 -1.8207
-1.4119 -1.4341 0.9357
-1.4564 0.5874 -0.4631
-0.5805 -0.5156 1.2048
0.0591 0.3831 0.2268
0.7213 -0.2464 0.2113
0.2382 -0.5328 -0.0135
-1.5367 -1.1972 0.3392
0.8061 1.6688 0.8233
1.5387 -1.6155 0.2118
0.5791 -0.6495 -0.3665
-1.1698 1.9169 0.3229
-1.2693 -0.8217 -0.9952
0.4436 0.8398 -1.0215
-1.7592 1.0277 0.7840
1.5165 -0.4424 1.3329
0.4068 0.8966 -0.9801
1.4972 -1.3132 -0.4190
-0.4688 -1.1046 1.7009
0.5931 -1.0694 -2.0563
-1.0880 1.6828 1.1274
0.6778 -1.4744 -0.8910
0.0120 -0.2284 0.4378
-0.3657 -0.0267 0.5559
-0.3198 0.5071 -0.3582
-0.5162 -0.2056 -0.3475
0.0148 1.3297 -0.6587
-0.3441 -1.3863 -0.3783
-0.4387 0.0958 1.0145
0.0644 1.3199 -0.3153
0.9757 -1.0588 -0.3454
-0.8369 -0.6902 0.9497
-0.4300 -0.8829 1.0336
-0.8035 0.3152 -1.0465
-1.2270 0.3667 -0.1311
-0.1378 0.0778 1.2316
0.6910 0.7473 -0.5342
-0.6796 -0.2774 -1.0376
0.0633 -0.5157 -1.0251
0.7695 0.8351 0.8067
0.6300 -0.1530 1.1512
-0.9152 -0.1183 0.8532
-0.2746 0.4869 -0.0104
-0.1102 0.1004 0.6632
0.4038 0.8996 -0.9390
0.5526 0.8156 1.0389
1.1070 0.1524 -0.9022
0.9158 -0.7871 -0.7252
-0.5178 -0.7577 0.6126
1.2744 -0.1492 -0.6343
-0.0321 1.1430 -0.6035
0.4701 1.2108 -0.3950
-0.9643 0.2635 -0.1643
-1.3262 -0.1939 -0.3085
0.5723 -0.0879 0.3569
-0.2187 0.1024 0.6799
0.2722 -0.2231 -0.3781
-0.0523 -0.0911 -0.3187
0.0073 0.0085 0.1448
-0.4820 0.4101 0.0089
-0.0059 -0.0508 -0.2227
-0.0576 -0.0136 -0.0146
0.0309 0.0170 -0.0549
-0.1384 0.0482 -0.1783
-0.5049 0.2947 -0.2957
-0.3746 -0.5612 -0.1698
-0.0482 0.3908 0.0864
0.6575 0.1135 0.1690
-0.2624 -0.0582 -0.0006
0.1484 -0.2958 0.0775
0.1519 0.1361 0.0246
-0.0073 -0.0279 0.0436
0.0221 0.0268 -0.0125
0.1974 -0.0378 0.0675
-0.3798 0.2270 -0.3996
0.5090 -0.3960 -0.5283
-0.4336 0.2591 0.4147
0.1586 -0.0229 0.4033
-0.0751 0.0016 -0.1752
0.3980 -0.1858 0.1079
-0.0170 0.0650 0.1888
0.0099 -0.0377 0.0260
0.0056 0.3270 0.1879
0.0201 -0.1822 0.5376
-0.4201 0.5511 0.0296
0.4258 0.5083 -0.2817
-0.4901 -0.1023 0.1780
0.2687 -0.4645 0.1235
-0.2114 0.1958 -0.2078
0.2791 -0.1549 -0.0144
-0.0642 -0.2049 0.0477
0.0719 -0.0477 -0.0150
-0.0285 -0.0323 -0.0553
0.0811 -0.2105 0.0583
-0.3945 0.6491 0.0440
0.3630 0.5298 -0.3831
-0.4527 -0.3264 0.2072
0.0375 -0.1052 -0.0796
-0.1046 0.3900 -0.5666
0.4544 -0.3677 0.0286
-0.0781 -0.2103 0.0746
0.0199 -0.0589 -0.0298
-0.0181 -0.0378 0.0596
0.0866 -0.2104 0.0586

The calculation puts the gap between HOMO and LUMO at 6.40 eV. The charge is +1. The LUMO energy comes out at -0.12088 Eh. The calculation puts the total energy at -5003.8600 hartree.

Which value of charge does entry 1 give?
0

Which value of charge does entry 2 give?
+1

Which of these has the highest charge?
C35H51F8N5O19PS2

Which value of charge does entry 2 give?
+1